A cluster of 11 separate species, C51H123N18O14P5 in total in a non-equilibrium geometry, computed with the ωB97M-V functional and the def2-TZVPD basis.

Each atom is followed by the atoms it is bonded to, with distances in Å.
Positions of all 211 atoms, in Å:
1 C 6.713 -6.052 10.032  N2 1.481, H12 1.090, H13 1.090, H14 1.090
2 N 5.548 -6.312 9.157  C1 1.481, C3 1.418, P4 1.706
3 C 4.336 -5.761 9.645  N2 1.418, H15 1.090, H16 1.090, H17 1.090
4 P 5.688 -6.864 7.549  N2 1.706, O5 1.479, N6 1.738, N9 1.759
5 O 6.944 -7.599 7.284  P4 1.479
6 N 4.191 -7.682 7.215  P4 1.738, C7 1.488, C8 1.445
7 C 4.044 -8.217 5.834  N6 1.488, H18 1.090, H19 1.090, H20 1.090
8 C 3.730 -8.624 8.208  N6 1.445, H21 1.090, H22 1.090, H23 1.090
9 N 5.439 -5.385 6.630  P4 1.759, C10 1.458, C11 1.511
10 C 6.593 -4.822 5.939  N9 1.458, H24 1.090, H25 1.090, H26 1.090
11 C 4.370 -4.355 6.908  N9 1.511, H27 1.090, H28 1.090, H29 1.090
12 H 7.641 -6.003 9.461  C1 1.090
13 H 6.856 -6.860 10.749  C1 1.090
14 H 6.621 -5.082 10.521  C1 1.090
15 H 4.334 -4.680 9.504  C3 1.090
16 H 4.104 -5.837 10.707  C3 1.090
17 H 3.579 -6.182 8.984  C3 1.090
18 H 2.984 -8.363 5.624  C7 1.090
19 H 4.444 -7.504 5.114  C7 1.090
20 H 4.540 -9.181 5.726  C7 1.090
21 H 2.683 -8.870 8.029  C8 1.090
22 H 4.429 -9.456 8.297  C8 1.090
23 H 3.584 -8.105 9.155  C8 1.090
24 H 6.286 -4.572 4.923  C10 1.090
25 H 6.977 -3.962 6.488  C10 1.090
26 H 7.339 -5.613 5.860  C10 1.090
27 H 4.066 -3.824 6.006  C11 1.090
28 H 4.690 -3.736 7.746  C11 1.090
29 H 3.438 -4.803 7.254  C11 1.090
30 C -2.665 3.489 -6.785  N31 1.462, H41 1.090, H42 1.090, H43 1.090
31 N -3.658 2.417 -6.729  C30 1.462, C32 1.397, P33 1.729
32 C -3.047 1.166 -6.605  N31 1.397, H44 1.090, H45 1.090, H46 1.090
33 P -5.202 2.685 -6.000  N31 1.729, O34 1.492, N35 1.709, N38 1.672
34 O -5.163 2.693 -4.508  P33 1.492
35 N -5.905 4.041 -6.766  P33 1.709, C36 1.481, C37 1.476
36 C -6.814 4.927 -6.005  N35 1.481, H47 1.090, H48 1.090, H49 1.090
37 C -5.859 4.276 -8.223  N35 1.476, H50 1.090, H51 1.090, H52 1.090
38 N -6.282 1.544 -6.574  P33 1.672, C39 1.437, C40 1.493
39 C -6.116 0.802 -7.794  N38 1.437, H53 1.090, H54 1.090, H55 1.090
40 C -7.590 1.378 -5.875  N38 1.493, H56 1.090, H57 1.090, H58 1.090
41 H -2.053 3.452 -5.884  C30 1.090
42 H -3.090 4.487 -6.888  C30 1.090
43 H -1.965 3.355 -7.610  C30 1.090
44 H -2.084 1.079 -7.109  C32 1.090
45 H -3.645 0.321 -6.946  C32 1.090
46 H -2.969 0.894 -5.552  C32 1.090
47 H -7.818 4.504 -5.976  C36 1.090
48 H -6.549 5.038 -4.953  C36 1.090
49 H -6.928 5.945 -6.378  C36 1.090
50 H -6.907 4.225 -8.518  C37 1.090
51 H -5.475 5.251 -8.522  C37 1.090
52 H -5.267 3.568 -8.804  C37 1.090
53 H -7.076 0.431 -8.151  C39 1.090
54 H -5.759 1.490 -8.561  C39 1.090
55 H -5.474 -0.072 -7.690  C39 1.090
56 H -7.466 1.209 -4.806  C40 1.090
57 H -8.143 0.560 -6.337  C40 1.090
58 H -8.209 2.275 -5.909  C40 1.090
59 C 8.975 -3.302 -5.157  N60 1.518, H70 1.090, H71 1.090, H72 1.090
60 N 10.040 -2.265 -4.852  C59 1.518, C61 1.494, P62 1.671
61 C 11.403 -2.816 -5.119  N60 1.494, H73 1.090, H74 1.090, H75 1.090
62 P 10.053 -1.514 -3.359  N60 1.671, O63 1.468, N64 1.733, N67 1.753
63 O 10.415 -2.417 -2.261  P62 1.468
64 N 11.086 -0.131 -3.510  P62 1.733, C65 1.466, C66 1.434
65 C 11.999 0.210 -2.416  N64 1.466, H76 1.090, H77 1.090, H78 1.090
66 C 11.038 0.844 -4.561  N64 1.434, H79 1.090, H80 1.090, H81 1.090
67 N 8.454 -0.814 -3.189  P62 1.753, C68 1.457, C69 1.489
68 C 7.770 -0.028 -4.207  N67 1.457, H82 1.090, H83 1.090, H84 1.090
69 C 7.590 -1.068 -2.003  N67 1.489, H85 1.090, H86 1.090, H87 1.090
70 H 9.183 -4.355 -4.967  C59 1.090
71 H 8.704 -3.192 -6.207  C59 1.090
72 H 8.121 -2.988 -4.557  C59 1.090
73 H 11.617 -3.551 -4.343  C61 1.090
74 H 12.192 -2.064 -5.129  C61 1.090
75 H 11.335 -3.189 -6.140  C61 1.090
76 H 11.376 0.716 -1.678  C65 1.090
77 H 12.274 -0.714 -1.908  C65 1.090
78 H 12.831 0.905 -2.531  C65 1.090
79 H 10.553 1.745 -4.184  C66 1.090
80 H 12.050 1.109 -4.863  C66 1.090
81 H 10.380 0.619 -5.401  C66 1.090
82 H 7.487 -0.761 -4.963  C68 1.090
83 H 6.790 0.334 -3.895  C68 1.090
84 H 8.379 0.766 -4.638  C68 1.090
85 H 7.473 -0.119 -1.480  C69 1.090
86 H 8.010 -1.769 -1.282  C69 1.090
87 H 6.637 -1.503 -2.305  C69 1.090
88 C -0.079 10.541 2.051  N89 1.465, H99 1.090, H100 1.090, H101 1.090
89 N -1.254 10.826 1.223  C88 1.465, C90 1.486, P91 1.736
90 C -1.767 12.212 1.074  N89 1.486, H102 1.090, H103 1.090, H104 1.090
91 P -2.055 9.458 0.515  N89 1.736, O92 1.455, N93 1.733, N96 1.719
92 O -1.298 8.224 0.368  P91 1.455
93 N -3.422 9.279 1.563  P91 1.733, C94 1.485, C95 1.524
94 C -4.406 10.389 1.640  N93 1.485, H105 1.090, H106 1.090, H107 1.090
95 C -3.357 8.525 2.886  N93 1.524, H108 1.090, H109 1.090, H110 1.090
96 N -2.661 10.024 -0.992  P91 1.719, C97 1.498, C98 1.500
97 C -1.671 10.539 -1.991  N96 1.498, H111 1.090, H112 1.090, H113 1.090
98 C -3.823 9.279 -1.579  N96 1.500, H114 1.090, H115 1.090, H116 1.090
99 H 0.471 9.621 1.856  C88 1.090
100 H -0.421 10.600 3.085  C88 1.090
101 H 0.618 11.379 2.027  C88 1.090
102 H -2.052 12.645 2.033  C90 1.090
103 H -2.570 12.316 0.344  C90 1.090
104 H -0.901 12.777 0.729  C90 1.090
105 H -4.079 11.073 2.423  C94 1.090
106 H -4.529 10.871 0.670  C94 1.090
107 H -5.357 9.971 1.969  C94 1.090
108 H -2.748 7.634 2.738  C95 1.090
109 H -2.970 9.105 3.724  C95 1.090
110 H -4.365 8.177 3.110  C95 1.090
111 H -0.807 11.058 -1.577  C97 1.090
112 H -1.225 9.691 -2.510  C97 1.090
113 H -2.147 11.162 -2.748  C97 1.090
114 H -3.465 8.301 -1.901  C98 1.090
115 H -4.155 9.886 -2.420  C98 1.090
116 H -4.606 9.184 -0.826  C98 1.090
117 C -3.787 -5.296 -3.145  N118 1.481, H128 1.090, H129 1.090, H130 1.090
118 N -5.261 -5.420 -3.216  C117 1.481, C119 1.510, P120 1.746
119 C -5.789 -4.547 -4.329  N118 1.510, H131 1.090, H132 1.090, H133 1.090
120 P -6.166 -5.591 -1.733  N118 1.746, O121 1.503, N122 1.734, N125 1.737
121 O -5.691 -6.669 -0.800  P120 1.503
122 N -6.205 -3.981 -1.091  P120 1.734, C123 1.439, C124 1.471
123 C -6.859 -2.891 -1.766  N122 1.439, H134 1.090, H135 1.090, H136 1.090
124 C -5.251 -3.593 -0.040  N122 1.471, H137 1.090, H138 1.090, H139 1.090
125 N -7.799 -5.952 -2.205  P120 1.737, C126 1.484, C127 1.468
126 C -8.899 -5.813 -1.220  N125 1.484, H140 1.090, H141 1.090, H142 1.090
127 C -8.062 -6.985 -3.215  N125 1.468, H143 1.090, H144 1.090, H145 1.090
128 H -3.562 -4.272 -2.846  C117 1.090
129 H -3.260 -5.514 -4.074  C117 1.090
130 H -3.408 -5.963 -2.370  C117 1.090
131 H -5.379 -3.538 -4.299  C119 1.090
132 H -6.871 -4.414 -4.320  C119 1.090
133 H -5.517 -4.910 -5.320  C119 1.090
134 H -6.363 -2.702 -2.718  C123 1.090
135 H -7.882 -3.156 -2.032  C123 1.090
136 H -6.946 -1.962 -1.202  C123 1.090
137 H -4.794 -4.451 0.454  C124 1.090
138 H -4.432 -2.976 -0.410  C124 1.090
139 H -5.817 -3.034 0.704  C124 1.090
140 H -9.883 -5.826 -1.687  C126 1.090
141 H -8.844 -6.658 -0.534  C126 1.090
142 H -8.929 -4.818 -0.775  C126 1.090
143 H -7.390 -6.853 -4.063  C127 1.090
144 H -9.131 -6.926 -3.424  C127 1.090
145 H -7.962 -7.952 -2.722  C127 1.090
146 O -7.818 2.277 4.274  C147 1.235
147 C -7.118 2.557 3.296  O146 1.235, O148 1.333, O151 1.377
148 O -6.273 1.711 2.707  C147 1.333, C149 1.453
149 C -5.564 2.433 1.665  O148 1.453, C150 1.493, H152 1.090, H153 1.090
150 C -6.265 3.747 1.563  C149 1.493, O151 1.440, H154 1.090, H155 1.090
151 O -7.085 3.818 2.744  C147 1.377, C150 1.440
152 H -4.507 2.578 1.890  C149 1.090
153 H -5.636 1.954 0.688  C149 1.090
154 H -6.846 3.871 0.649  C150 1.090
155 H -5.544 4.563 1.513  C150 1.090
156 O 2.307 -2.239 -4.526  C157 1.190
157 C 2.300 -3.236 -5.176  O156 1.190, O158 1.305, O161 1.299
158 O 1.727 -3.415 -6.335  C157 1.305, C159 1.413
159 C 2.097 -4.638 -6.938  O158 1.413, C160 1.537, H162 1.090, H163 1.090
160 C 2.660 -5.331 -5.687  C159 1.537, O161 1.393, H164 1.090, H165 1.090
161 O 2.966 -4.290 -4.813  C157 1.299, C160 1.393
162 H 1.195 -5.191 -7.202  C159 1.090
163 H 2.731 -4.559 -7.822  C159 1.090
164 H 3.552 -5.866 -6.012  C160 1.090
165 H 1.865 -5.958 -5.282  C160 1.090
166 O 1.644 0.473 1.770  C167 1.194
167 C 1.086 0.785 0.761  O166 1.194, O168 1.327, O171 1.373
168 O -0.178 0.588 0.409  C167 1.327, C169 1.363
169 C -0.550 0.978 -0.843  O168 1.363, C170 1.555, H172 1.090, H173 1.090
170 C 0.607 1.986 -1.096  C169 1.555, O171 1.441, H174 1.090, H175 1.090
171 O 1.672 1.493 -0.259  C167 1.373, C170 1.441
172 H -0.648 0.091 -1.468  C169 1.090
173 H -1.531 1.435 -0.974  C169 1.090
174 H 0.401 3.046 -0.950  C170 1.090
175 H 1.006 1.802 -2.094  C170 1.090
176 C -2.079 0.611 6.402  C177 1.544, H181 1.090, H182 1.090, H183 1.090
177 C -1.309 -0.648 6.857  C176 1.544, C178 1.560, H184 1.090, H185 1.090
178 C -1.393 -0.890 8.396  C177 1.560, C179 1.484, H186 1.090, H187 1.090
179 C -2.786 -1.081 8.869  C178 1.484, N180 1.140
180 N -3.876 -1.183 9.189  C179 1.140
181 H -1.939 0.851 5.348  C176 1.090
182 H -1.831 1.526 6.941  C176 1.090
183 H -3.159 0.500 6.503  C176 1.090
184 H -0.286 -0.607 6.482  C177 1.090
185 H -1.586 -1.578 6.363  C177 1.090
186 H -0.957 -0.054 8.944  C178 1.090
187 H -0.844 -1.812 8.586  C178 1.090
188 C 1.828 -5.244 1.741  C189 1.569, H193 1.090, H194 1.090, H195 1.090
189 C 0.261 -5.328 1.757  C188 1.569, C190 1.539, H196 1.090, H197 1.090
190 C -0.306 -6.576 2.457  C189 1.539, C191 1.450, H198 1.090, H199 1.090
191 C -0.345 -6.488 3.904  C190 1.450, N192 1.167
192 N -0.348 -6.333 5.060  C191 1.167
193 H 2.295 -6.053 1.180  C188 1.090
194 H 2.165 -5.263 2.778  C188 1.090
195 H 2.204 -4.379 1.195  C188 1.090
196 H -0.032 -5.430 0.712  C189 1.090
197 H -0.176 -4.401 2.127  C189 1.090
198 H 0.162 -7.528 2.208  C190 1.090
199 H -1.363 -6.669 2.207  C190 1.090
200 C 3.590 5.090 3.419  C201 1.485, H205 1.090, H206 1.090, H207 1.090
201 C 2.282 5.273 4.099  C200 1.485, C202 1.506, H208 1.090, H209 1.090
202 C 2.179 5.632 5.558  C201 1.506, C203 1.439, H210 1.090, H211 1.090
203 C 3.104 4.965 6.437  C202 1.439, N204 1.157
204 N 3.835 4.359 7.098  C203 1.157
205 H 3.466 4.860 2.361  C200 1.090
206 H 4.030 4.191 3.849  C200 1.090
207 H 4.207 5.988 3.415  C200 1.090
208 H 1.694 4.360 4.008  C201 1.090
209 H 1.646 5.915 3.490  C201 1.090
210 H 1.156 5.363 5.819  C202 1.090
211 H 2.270 6.707 5.713  C202 1.090

Summary:
* HOMO level: -0.28651 Ha
* HOMO-LUMO gap: 7.5476 eV
* 2S+1: 1
* calculated total energy: -156813.0355 eV

Atomic partial charges in e from the Löwdin method, atoms 1 to 99: -0.087, -0.307, -0.172, 0.623, -0.291, -0.316, -0.104, -0.140, -0.300, -0.137, -0.098, 0.072, 0.079, 0.079, 0.062, 0.092, 0.057, 0.075, 0.071, 0.077, 0.090, 0.091, 0.057, 0.075, 0.077, 0.065, 0.079, 0.065, 0.064, -0.108, -0.308, -0.159, 0.588, -0.308, -0.301, -0.111, -0.112, -0.302, -0.130, -0.077, 0.082, 0.077, 0.081, 0.094, 0.059, 0.086, 0.061, 0.074, 0.077, 0.081, 0.075, 0.064, 0.080, 0.064, 0.063, 0.072, 0.077, 0.061, -0.088, -0.296, -0.116, 0.568, -0.281, -0.312, -0.110, -0.151, -0.305, -0.120, -0.108, 0.081, 0.074, 0.060, 0.078, 0.072, 0.079, 0.075, 0.070, 0.082, 0.075, 0.081, 0.069, 0.065, 0.082, 0.058, 0.077, 0.069, 0.074, -0.117, -0.308, -0.112, 0.561, -0.291, -0.302, -0.134, -0.084, -0.314, -0.104, -0.092, 0.077